Entry from the OMol25 dataset: one molecule with the formula C4H9N3 at a distorted geometry (ωB97M-V/def2-TZVPD).

Geometry (Å):
C -2.436723 0.052061 0.241585
N -1.280131 -0.611441 -0.502428
N -0.047823 -0.482896 0.271281
C 1.030091 -1.386500 0.068332
C 2.208613 -0.770523 -0.070672
C 1.966650 0.670079 -0.039577
N 0.479678 0.846277 0.181450
H -1.889492 0.748972 0.930491
H -3.075390 0.568777 -0.446930
H -3.049490 -0.524321 0.921126
H -1.003068 -0.117513 -1.418640
H 0.579906 -2.438389 0.003645
H 3.169290 -1.269775 -0.077970
H 2.545343 1.162454 0.779806
H 2.281616 1.190696 -0.869165
H 0.292198 1.197176 1.199982

Atoms 1-6, force components in eV/Å:
C 3.0156 0.8889 0.4131
N 1.1335 0.0099 -0.7437
N -1.1671 -0.2478 0.0205
C -2.3126 -1.2490 -0.7415
C -0.7486 -1.9327 0.1883
C -0.4288 1.1648 2.9612

Results
energy above the lowest of the compared OMol25 structures with the same formula, charge and spin: 379.6 kJ/mol
maximum force: 3.21 eV Å⁻¹
SMILES string: CNN1C=CCN1
HOMO-LUMO gap: 8.8 eV
LUMO energy: 1.1 eV